A cluster of 7 separate species, C5H27N2O6 in total in a non-equilibrium geometry. Source: the OMol25 dataset; level of theory: wB97M-V/def2-TZVPD.

The HOMO energy comes out at -12.622 eV. For the HOMO-LUMO gap, the calculation gives 10.2 eV.

```
! wB97M-V def2-TZVPD RIJCOSX def2/J DEFGRID3
* xyz 1 1
N 0.5504 -0.7245 2.2128
C 0.9705 -1.2492 0.8398
C -0.0713 -2.2395 0.3244
N -1.4035 -1.7507 0.3678
C -1.7565 -0.6662 -0.6556
C -1.7724 0.7134 0.1885
C -3.1255 1.3681 -0.0494
H 0.3002 0.2904 2.1749
H -0.2610 -1.2753 2.6182
H 1.3485 -0.8072 2.8484
H 0.8705 -0.3567 0.1785
H 1.9464 -1.7054 0.9817
H 0.3262 -2.4496 -0.7032
H 0.0986 -3.2029 0.9086
H -2.0334 -2.5373 0.1994
H -2.7729 -0.8660 -0.9486
H -0.9895 -0.5470 -1.4544
H -0.8755 1.2546 -0.1222
H -1.6147 0.5168 1.2697
H -3.4317 2.2383 0.5275
H -3.8519 0.5544 0.0005
H -3.1140 1.7420 -1.0836
H 2.0237 -0.6768 -3.4532
H 0.7182 -1.4430 -3.3927
O 1.0875 -0.5650 -3.2467
H -2.8830 -1.9583 3.2707
H -2.3266 -1.3333 1.9130
O -2.1525 -1.4702 2.8771
H 0.0381 2.4669 -3.1855
H 0.2368 1.0758 -2.8478
O 0.1063 1.9255 -2.3820
H 2.5255 3.1108 -0.8103
H 1.2861 2.2271 -1.1501
O 2.0712 2.2977 -0.5640
H 1.5016 2.4628 2.4931
H 1.6227 2.0246 1.0432
O 1.0529 1.8872 1.8615
H 4.1465 -0.0906 -1.1579
H 2.6278 0.2002 -1.2530
O 3.2759 -0.4898 -1.0787
*
```

=====

A cluster of 2 separate species, C4H12 in total in a non-equilibrium geometry. Source: the OMol25 dataset; level of theory: wB97M-V/def2-TZVPD.

The HOMO energy comes out at -11.301 eV. For the HOMO-LUMO gap, the calculation gives 12.4 eV. As for the SMILES: CC.CC.

```
! wB97M-V def2-TZVPD RIJCOSX def2/J DEFGRID3
* xyz 0 1
C 1.5533 2.2845 0.5740
C 0.2767 2.2362 1.3916
H 2.1982 1.4195 0.5183
H 1.1906 2.5596 -0.4358
H 2.3110 2.9126 1.0117
H -0.0326 3.3269 1.6185
H 0.4903 1.8393 2.4230
H -0.5218 1.7278 0.8836
C -0.2194 -1.9549 -0.9500
C -1.6220 -2.5973 -1.0319
H -0.3151 -0.8376 -0.8332
H 0.2551 -2.2671 -0.0553
H 0.3340 -2.0142 -1.8634
H -1.7014 -3.4935 -0.4106
H -2.3732 -1.9482 -0.6306
H -1.8326 -2.8346 -2.0491
*
```

=====

An isolated molecule of C4H6BrN3 in a non-equilibrium geometry. Source: the OMol25 dataset; level of theory: wB97M-V/def2-TZVPD.

The expectation value of S² is 2.020. The HOMO energy (alpha / beta) comes out at -5.264 / -9.479 eV. For the HOMO-LUMO gap (alpha / beta), the calculation gives 6.2 / 8.5 eV.

```
! wB97M-V def2-TZVPD RIJCOSX def2/J DEFGRID3
* xyz 0 3
C 1.1569 -0.2534 -0.4507
C 0.1995 1.5414 0.1146
C -0.8093 0.0589 0.6718
C -0.2404 -2.2862 -0.0532
N 1.3044 1.0052 -0.4042
N 0.0239 -0.8523 0.0126
N 0.0825 2.8358 0.2743
Br -2.6778 -0.0681 0.0760
H 1.9453 -0.8463 -1.0207
H -0.8801 -2.5433 0.7923
H -0.8868 -2.6817 -0.9434
H 0.6903 -2.7103 0.1225
H -0.7763 3.3379 0.6447
H 0.8678 3.4625 0.1634
*
```

=====

A cluster of 2 separate species, C7H12 in total in a non-equilibrium geometry. Source: the OMol25 dataset; level of theory: wB97M-V/def2-TZVPD.

The HOMO energy comes out at -9.415 eV. For the HOMO-LUMO gap, the calculation gives 10.4 eV. As for the SMILES: C=C=C.C=CCC.

```
! wB97M-V def2-TZVPD RIJCOSX def2/J DEFGRID3
* xyz 0 1
C 1.3135 -1.9286 -0.3589
C 1.3401 -0.4010 -0.3342
C 1.3507 0.7291 1.9130
C 0.7414 0.1364 0.9023
H 2.3566 -0.0321 -0.4748
H 0.2877 -2.2853 -0.3045
H 1.7524 -2.3062 -1.2784
H 1.8626 -2.3430 0.4841
H 2.4264 0.8045 1.9635
H 0.8080 1.1178 2.7611
C -1.4518 0.2552 -1.6494
C -1.9393 0.8110 -0.5593
C -2.5959 1.5579 0.2799
H -0.3816 0.2118 0.7991
H 0.6435 -0.0404 -1.1783
H -1.2744 0.8350 -2.5430
H -1.4646 -0.8181 -1.7693
H -3.6710 1.6764 0.2239
H -2.1044 2.0195 1.1229
*
```

=====

For each record above, in turn, the calculated relative energy (zero: lowest compared OMol25 entry of this formula, charge and spin) values are 26.16; 15.57; 0.00; 68.60 kcal/mol.